{"formula": "F10K2N5Na2O20S10", "method": "ωB97M-V/def2-TZVPD", "charge": -1, "e_homo_ev": -7.020, "mol_weight_da": 1024.8, "e_above_lowest_kj_mol": 708.75, "fmax_ha_per_bohr": 0.24991, "energy_ev": -225404.2983, "species": ["Na", "Na", "K", "K", "N", "S", "O", "O", "F", "S", "O", "O", "F", "N", "S", "O", "O", "F", "S", "O", "O", "F", "N", "S", "O", "O", "F", "S", "O", "O", "F", "N", "S", "O", "O", "F", "S", "O", "O", "F", "N", "S", "O", "O", "F", "S", "O", "O", "F"], "coordinates": [[-13.93211, 4.75194, -4.89881], [-12.98029, 5.20646, -7.84084], [-16.57110, 2.69140, -11.43307], [-19.75472, 3.05624, -5.89133], [-13.23007, -1.65823, -9.71430], [-14.18084, -3.07886, -9.69378], [-15.38956, -3.05217, -10.45692], [-13.98930, -3.86329, -8.45426], [-13.35365, -3.94254, -10.78649], [-14.39148, -0.69186, -9.18969], [-15.23893, -0.99830, -8.00818], [-14.84438, 0.06553, -10.32705], [-13.24841, 0.32096, -8.53122], [-13.98352, 10.15769, -9.17803], [-12.34587, 10.22551, -8.65258], [-11.51232, 9.07326, -8.95690], [-11.95247, 11.07824, -7.57370], [-11.81170, 11.29517, -9.75650], [-14.41678, 9.28689, -7.96270], [-14.70862, 10.01071, -6.79333], [-13.71399, 7.93634, -7.79413], [-15.82477, 8.88973, -8.50060], [-15.15524, 4.20217, -7.05304], [-15.72682, 2.79864, -7.01736], [-15.67486, 2.06345, -8.25174], [-16.75065, 2.40514, -6.00901], [-14.42752, 2.27165, -6.19113], [-16.44743, 4.78031, -7.74732], [-17.63848, 4.79042, -6.89106], [-16.45259, 4.59379, -9.21698], [-16.16106, 6.39273, -7.50481], [-14.62219, -1.83636, -3.68919], [-13.77313, -0.85897, -4.45354], [-13.05750, -1.30428, -5.64209], [-13.23378, 0.18664, -3.63201], [-15.15312, -0.14811, -5.04756], [-13.47085, -2.92827, -3.52082], [-12.31108, -2.63154, -2.67154], [-13.38170, -4.00318, -4.46121], [-14.31508, -3.69485, -2.39121], [-19.10334, 7.02803, -11.97464], [-18.17383, 6.53746, -10.86665], [-18.86027, 6.05428, -9.62486], [-16.80932, 7.07253, -10.86585], [-17.83164, 5.14533, -11.57672], [-19.45517, 8.40503, -11.12303], [-18.40422, 9.36523, -10.76872], [-20.59395, 8.26692, -10.23731], [-20.23312, 9.24940, -12.30308]], "atomic_forces_ev_per_a": [[-0.4648, -0.4337, 0.3280], [-0.1829, 0.8099, -0.8928], [0.1923, -0.0910, 0.4139], [0.6129, 0.0875, -0.2192], [-3.4466, -3.1700, 0.7633], [3.4744, -3.4333, 0.6670], [-1.0606, 0.9349, 1.0608], [-1.0554, 2.1074, -2.8518], [0.8073, 0.4869, 0.6206], [2.1798, 2.0643, 2.7510], [1.5122, 0.5525, -3.4917], [-1.5275, 0.7904, 0.2825], [-1.1666, 0.1791, -0.2155], [4.0422, -0.3731, 1.2567], [3.7934, 2.7888, -3.7495], [-1.5529, 0.6656, 0.5310], [-1.4239, -1.2847, 1.6451], [-1.0552, -0.9100, -0.9607], [-2.1120, -4.3269, 0.0399], [0.1961, 0.2462, 1.6999], [-1.4432, 2.4515, 0.0020], [-0.0704, -0.2988, -0.1861], [0.3632, 3.3092, 0.0107], [1.2419, -11.9352, 4.5995], [-0.7196, 1.4726, 0.7403], [1.3547, 1.9098, -2.5376], [-0.1034, 0.3595, -0.4376], [-4.2092, 9.3077, -3.3778], [1.1841, -1.7407, -1.7464], [0.0566, -0.1456, 4.0401], [0.7614, -2.3566, -0.8765], [1.0408, -2.6823, 0.7533], [-1.1191, 5.6133, -4.4444], [-0.5875, 0.6197, 1.9934], [0.5831, 0.2802, -0.3904], [0.9444, 0.4925, -0.3104], [0.3674, -6.0052, 5.0494], [-0.9650, 0.9535, -2.2896], [0.3763, 1.3618, -0.7677], [-0.7001, -0.3455, 0.5687], [-0.9764, 3.1247, 0.7438], [4.1299, -4.2975, 3.1785], [1.9456, 1.5473, -2.4461], [-2.3401, -0.4554, 0.9323], [-0.1238, -1.7106, -0.6968], [-4.0965, 5.7953, -0.9616], [-1.3187, -2.6127, -0.5692], [1.6188, -0.6184, -0.2801], [1.0428, -1.0847, 0.0282]]}

***

{"formula": "C32H46BrFeN3P2", "method": "ωB97M-V/def2-TZVPD", "charge": 2, "spin_multiplicity": 5, "e_homo_ev": [-13.477, -13.851], "mol_weight_da": 670.4, "s_squared": 6.03, "e_above_lowest_kj_mol": 253.23, "fmax_ha_per_bohr": 0.06462, "energy_ev": -161392.4562, "species": ["N", "C", "C", "C", "C", "C", "C", "Fe", "P", "C", "C", "C", "C", "C", "C", "C", "Br", "H", "H", "H", "H", "H", "H", "H", "H", "H", "H", "P", "C", "C", "H", "H", "H", "H", "H", "C", "C", "H", "H", "H", "H", "H", "C", "C", "H", "H", "H", "H", "H", "C", "C", "H", "H", "H", "H", "H", "C", "C", "H", "H", "H", "H", "H", "C", "C", "H", "H", "H", "H", "H", "N", "C", "N", "C", "C", "C", "C", "C", "C", "H", "H", "H", "H", "H", "H"], "coordinates": [[6.43856, 0.15946, 1.35875], [5.68230, -0.94556, 1.46629], [4.70119, -1.24966, 0.50495], [4.51264, -0.31917, -0.55029], [5.22713, 0.88720, -0.57493], [6.19542, 1.08680, 0.42202], [3.40822, -0.48699, -1.43097], [-0.40971, -0.06351, -1.33136], [-2.56251, -0.00275, -0.33197], [2.73810, 0.56987, -1.94539], [1.38675, 0.39219, -2.50111], [0.62714, 1.49862, -3.01519], [-0.61720, 1.29242, -3.62351], [-1.12462, -0.00543, -3.67036], [-0.37341, -1.13659, -3.40577], [0.89952, -0.96429, -2.76566], [-2.95668, -0.17618, -4.45448], [2.95617, -1.48816, -1.37968], [3.08352, 1.58828, -1.89631], [4.09912, -2.15316, 0.57733], [5.03658, 1.59060, -1.38281], [5.86385, -1.62135, 2.32010], [6.77931, 2.01704, 0.39334], [1.09327, 2.48073, -3.03856], [1.67288, -1.71696, -2.82267], [-1.26402, 2.10801, -3.95254], [-0.76223, -2.13106, -3.68050], [0.39266, 1.73670, 1.05864], [-2.83977, -1.69519, -0.90215], [-4.04203, -1.89551, -1.80719], [-2.91105, -2.30154, 0.01385], [-1.94675, -2.06322, -1.44575], [-3.93434, -2.88261, -2.28754], [-5.00687, -1.89227, -1.27589], [-4.04734, -1.15489, -2.63561], [-3.25851, 1.33771, -1.31142], [-4.76483, 1.60118, -1.31351], [-2.86963, 1.27732, -2.35011], [-2.80115, 2.25919, -0.90455], [-4.95353, 2.38520, -2.06400], [-5.40402, 0.75204, -1.59453], [-5.05961, 2.03236, -0.34677], [-3.34921, 0.03173, 1.24822], [-4.82634, -0.40733, 1.24306], [-3.27191, 1.02780, 1.72796], [-2.80432, -0.65588, 1.92600], [-5.24932, -0.24763, 2.24585], [-5.43219, 0.19821, 0.55850], [-4.93864, -1.47738, 1.01702], [0.08471, 1.70479, 2.90492], [-1.34871, 1.93115, 3.31762], [0.77401, 2.43740, 3.35864], [0.47479, 0.75464, 3.31288], [-1.37856, 2.10696, 4.38942], [-1.75630, 2.80890, 2.82436], [-2.00159, 1.08099, 3.13091], [-0.51712, 3.29174, 0.60448], [0.07459, 4.02061, -0.57055], [-0.51811, 3.86626, 1.54770], [-1.55168, 2.96427, 0.41034], [-0.49456, 4.93367, -0.71141], [1.10809, 4.30176, -0.38326], [0.01606, 3.44743, -1.49344], [2.13379, 2.29417, 1.14468], [3.03167, 1.65720, 2.20053], [2.09428, 3.39597, 1.23589], [2.55631, 2.06066, 0.14976], [4.02887, 2.08635, 2.09399], [2.71044, 1.85376, 3.22103], [3.10734, 0.58015, 2.03867], [0.19865, -2.27113, 2.49950], [-0.09128, -1.20047, 1.73470], [0.11412, -1.44171, 0.42783], [0.48939, -2.79426, 0.35831], [0.70776, -3.66590, -0.71658], [1.01760, -5.00714, -0.44540], [1.05115, -5.47140, 0.88792], [0.76270, -4.62830, 1.96735], [0.55522, -3.30792, 1.66151], [0.14010, -2.30685, 3.53192], [-0.50404, -0.30175, 2.18720], [0.61094, -3.20840, -1.70589], [1.24300, -5.71140, -1.26634], [1.32499, -6.50720, 1.04850], [0.73873, -4.93137, 3.01351]], "atomic_forces_ev_per_a": [[-0.2368, 0.3121, 0.5917], [-0.1538, 0.3126, -0.9239], [0.6457, 0.8824, -0.2059], [1.1033, 0.1885, 1.3569], [0.5502, -0.7285, 0.6846], [-0.5061, -0.5883, -0.7772], [-1.6524, 0.3669, 0.1179], [0.2343, 0.0572, 3.3143], [0.9758, 0.4327, -0.8176], [-0.8293, -1.2343, -0.1767], [0.1876, -0.6351, -1.6459], [0.3857, -0.7954, -0.1609], [0.0830, 0.1709, 1.0053], [-2.0969, 0.0260, -1.6872], [1.0723, -0.5873, 0.4326], [-0.1607, 1.6217, -2.0392], [2.0791, 0.1964, -0.1054], [0.1320, 0.4576, -0.3208], [0.1894, 0.0491, 0.0724], [0.1033, 0.1217, -0.0755], [0.3417, 0.0213, 0.3227], [0.0703, 0.4834, -0.5541], [-0.0130, -0.5950, 0.3531], [-0.1964, -0.1303, 0.2632], [-0.4932, -0.3810, 0.5533], [0.4643, -0.1173, -0.0093], [0.3181, 0.5532, 0.2756], [0.0158, 0.4191, -0.0810], [-0.4585, -0.4471, -0.3467], [-0.5208, -0.5098, -0.7726], [0.1084, 0.0317, -0.2486], [-0.2292, 0.1430, 0.3641], [-0.2608, 0.2907, 0.1293], [0.4233, 0.1442, -0.1703], [-0.3141, -0.6785, 1.0705], [-0.7065, 0.6158, -0.7285], [-0.2920, 0.6351, -0.5162], [-0.3431, -0.0985, 0.7885], [0.0651, -0.4868, -0.0759], [-0.0495, -0.1948, 0.2490], [0.3371, 0.1766, 0.2754], [-0.1403, -0.3085, -0.3065], [-0.5449, 0.1323, 1.9030], [-0.3461, 0.0382, 0.2218], [-0.0188, -0.4255, -0.5904], [-0.1162, 0.2975, -0.3600], [0.1977, -0.1051, -0.2471], [0.1992, -0.4471, 0.2043], [0.0111, 0.3845, -0.0495], [0.6831, -0.3530, -0.0261], [-0.0336, 0.0845, 0.5021], [-0.5496, 0.1100, -0.3167], [-0.1341, 0.3695, -0.1209], [-0.1245, 0.0944, 0.1204], [-0.2216, 0.0202, 0.0680], [0.1490, 0.0098, -0.0174], [-0.0142, -0.9197, 1.0935], [-0.1871, 0.4704, 0.0573], [-0.0507, 0.2911, -0.6546], [0.2945, 0.3623, 0.1341], [0.0446, 0.2235, -0.2342], [0.0551, 0.0277, -0.1357], [-0.0232, -0.0480, 0.0535], [0.2569, 0.4355, -0.8301], [0.0792, 0.0955, -0.2031], [0.2387, -0.4232, 0.1336], [-0.0104, 0.3227, 0.4301], [0.0103, -0.1479, 0.0628], [-0.0051, -0.0587, -0.0283], [0.0332, -0.0031, 0.1137], [-0.3020, 0.4180, 0.7739], [0.1487, -0.6018, -0.8319], [-0.3999, -0.1009, 0.5031], [0.0982, -0.3513, 0.5726], [0.0547, 0.3165, -0.0619], [-0.0412, 0.5502, -0.1696], [-0.0336, 0.2579, 0.1092], [0.7000, -0.8475, -0.3674], [-0.4814, 0.3151, -0.1300], [0.0087, 0.0340, -1.1438], [0.3019, -0.5222, -0.5217], [0.1525, -0.8065, 0.1633], [-0.2287, 0.5454, 0.5684], [-0.1874, 0.0569, 0.1343], [0.1047, -0.2956, -0.3575]]}

***

{"formula": "CH4", "method": "ωB97M-V/def2-TZVPD", "smiles": "C", "e_homo_ev": -13.224, "mol_weight_da": 16.0, "e_above_lowest_kj_mol": 1.11, "fmax_ha_per_bohr": 0.00712, "energy_ev": -1101.8050, "species": ["C", "H", "H", "H", "H"], "coordinates": [[-0.00024, 0.00867, 0.00159], [-0.09258, -0.80318, -0.72539], [0.38587, -0.37739, 0.93969], [-1.00438, 0.41887, 0.14746], [0.71133, 0.75303, -0.36334]], "atomic_forces_ev_per_a": [[-0.1087, -0.1291, -0.2106], [0.1782, 0.0903, 0.1269], [-0.0897, -0.1232, 0.0949], [0.3295, 0.1541, 0.0406], [-0.3093, 0.0079, -0.0518]]}